Entry from OMol25: a 14-piece molecular cluster, C56H154N14O14 overall at a distorted geometry (ωB97M-V/def2-TZVPD).

Last columns: bonded neighbours and bond lengths (Å).
Positions of all 238 atoms, in Å:
1 C 22.893 -0.045 19.860  C2 1.527, H7 1.093, H8 1.092, H9 1.092
2 C 21.598 -0.773 19.507  C1 1.527, C3 1.522, N6 1.454, H10 1.100
3 C 20.374 0.074 19.827  C2 1.522, O4 1.424, H11 1.101, H12 1.095
4 O 20.413 0.488 21.188  C3 1.424, C5 1.409
5 C 19.369 1.395 21.457  O4 1.409, H13 1.086, H14 1.099, H15 1.095
6 N 21.639 -0.951 18.064  C2 1.454, H16 1.019, H17 1.029
7 H 22.920 0.231 20.917  C1 1.093
8 H 23.005 0.879 19.288  C1 1.092
9 H 23.801 -0.632 19.698  C1 1.092
10 H 21.564 -1.714 20.076  C2 1.100
11 H 19.495 -0.576 19.705  C3 1.101
12 H 20.285 0.986 19.228  C3 1.095
13 H 19.490 1.791 22.462  C5 1.086
14 H 18.439 0.815 21.376  C5 1.099
15 H 19.301 2.224 20.745  C5 1.095
16 H 22.378 -1.586 17.766  N6 1.019
17 H 20.812 -1.529 17.865  N6 1.029
18 C 16.615 2.108 18.918  C19 1.535, H24 1.094, H25 1.089, H26 1.092
19 C 15.417 2.840 18.297  C18 1.535, C20 1.538, N23 1.457, H27 1.094
20 C 14.518 3.556 19.318  C19 1.538, O21 1.431, H28 1.097, H29 1.090
21 O 14.263 2.673 20.415  C20 1.431, C22 1.419
22 C 13.201 1.770 20.148  O21 1.419, H30 1.097, H31 1.093, H32 1.089
23 N 15.920 3.772 17.295  C19 1.457, H33 1.027, H34 1.017
24 H 17.211 2.778 19.545  C18 1.094
25 H 17.288 1.647 18.197  C18 1.089
26 H 16.314 1.299 19.587  C18 1.092
27 H 14.815 2.085 17.782  C19 1.094
28 H 13.604 3.814 18.767  C20 1.097
29 H 14.879 4.472 19.786  C20 1.090
30 H 13.445 1.237 19.222  C22 1.097
31 H 12.267 2.324 20.033  C22 1.093
32 H 13.123 0.964 20.876  C22 1.089
33 H 16.788 4.177 17.666  N23 1.027
34 H 15.312 4.579 17.182  N23 1.017
35 C 21.358 3.388 17.407  C36 1.533, H41 1.097, H42 1.092, H43 1.086
36 C 19.869 3.594 17.710  C35 1.533, C37 1.508, N40 1.490, H44 1.092
37 C 19.537 5.018 18.077  C36 1.508, O38 1.425, H45 1.098, H46 1.101
38 O 18.137 5.190 18.280  C37 1.425, C39 1.408
39 C 17.762 6.494 18.655  O38 1.408, H47 1.096, H48 1.088, H49 1.095
40 N 19.149 3.197 16.468  C36 1.490, H50 1.015, H51 1.016
41 H 21.908 3.337 18.354  C35 1.097
42 H 21.780 4.252 16.889  C35 1.092
43 H 21.581 2.456 16.896  C35 1.086
44 H 19.569 2.986 18.566  C36 1.092
45 H 19.953 5.743 17.365  C37 1.098
46 H 19.969 5.276 19.057  C37 1.101
47 H 18.413 6.922 19.425  C39 1.096
48 H 16.760 6.426 19.077  C39 1.088
49 H 17.823 7.179 17.803  C39 1.095
50 H 19.281 3.964 15.816  N40 1.015
51 H 18.151 3.107 16.639  N40 1.016
52 C 22.132 -7.354 17.696  C53 1.523, H58 1.087, H59 1.098, H60 1.088
53 C 22.439 -5.869 17.552  C52 1.523, C54 1.557, N57 1.468, H61 1.098
54 C 22.487 -5.098 18.904  C53 1.557, O55 1.409, H62 1.096, H63 1.093
55 O 21.303 -5.483 19.562  C54 1.409, C56 1.414
56 C 21.192 -5.006 20.889  O55 1.414, H64 1.089, H65 1.097, H66 1.092
57 N 23.705 -5.714 16.825  C53 1.468, H67 1.013, H68 1.017
58 H 21.255 -7.554 18.305  C52 1.087
59 H 22.944 -7.760 18.314  C52 1.098
60 H 22.198 -7.858 16.734  C52 1.088
61 H 21.641 -5.403 16.959  C53 1.098
62 H 22.455 -4.046 18.601  C54 1.096
63 H 23.396 -5.407 19.428  C54 1.093
64 H 20.451 -5.597 21.427  C56 1.089
65 H 20.824 -3.973 20.909  C56 1.097
66 H 22.168 -5.048 21.378  C56 1.092
67 H 23.581 -5.947 15.848  N57 1.013
68 H 23.982 -4.736 16.858  N57 1.017
69 C 21.428 -2.810 14.844  C70 1.548, H75 1.089, H76 1.099, H77 1.092
70 C 22.600 -1.809 14.701  C69 1.548, C71 1.523, N74 1.463, H78 1.091
71 C 23.873 -2.447 15.243  C70 1.523, O72 1.424, H79 1.095, H80 1.096
72 O 23.727 -2.577 16.654  C71 1.424, C73 1.404
73 C 24.986 -2.707 17.262  O72 1.404, H81 1.091, H82 1.097, H83 1.098
74 N 22.700 -1.447 13.287  C70 1.463, H84 1.011, H85 1.012
75 H 20.490 -2.359 14.525  C69 1.089
76 H 21.287 -3.115 15.890  C69 1.099
77 H 21.635 -3.735 14.302  C69 1.092
78 H 22.391 -0.918 15.295  C70 1.091
79 H 24.703 -1.761 15.043  C71 1.095
80 H 24.094 -3.385 14.722  C71 1.096
81 H 24.935 -2.801 18.348  C73 1.091
82 H 25.626 -1.840 17.050  C73 1.097
83 H 25.531 -3.585 16.893  C73 1.098
84 H 21.798 -1.080 13.012  N74 1.011
85 H 22.903 -2.260 12.719  N74 1.012
86 C 12.087 -2.939 18.723  C87 1.527, H92 1.091, H93 1.091, H94 1.092
87 C 13.159 -1.861 18.865  C86 1.527, C88 1.533, N91 1.478, H95 1.094
88 C 14.464 -2.369 19.489  C87 1.533, O89 1.403, H96 1.099, H97 1.098
89 O 15.237 -1.232 19.768  C88 1.403, C90 1.418
90 C 16.474 -1.539 20.391  O89 1.418, H98 1.090, H99 1.096, H100 1.091
91 N 13.487 -1.381 17.507  C87 1.478, H101 1.015, H102 1.015
92 H 11.718 -3.445 19.616  C86 1.091
93 H 12.498 -3.708 18.067  C86 1.091
94 H 11.204 -2.484 18.270  C86 1.092
95 H 12.833 -0.967 19.404  C87 1.094
96 H 14.920 -3.062 18.768  C88 1.099
97 H 14.305 -2.938 20.415  C88 1.098
98 H 16.950 -2.395 19.914  C90 1.090
99 H 16.343 -1.717 21.465  C90 1.096
100 H 17.090 -0.639 20.386  C90 1.091
101 H 12.688 -0.866 17.150  N91 1.015
102 H 14.247 -0.710 17.563  N91 1.015
103 C 29.250 -2.829 16.337  C104 1.540, H109 1.093, H110 1.089, H111 1.090
104 C 28.090 -1.892 15.954  C103 1.540, C105 1.524, N108 1.463, H112 1.093
105 C 27.925 -0.794 16.998  C104 1.524, O106 1.401, H113 1.098, H114 1.101
106 O 27.752 -1.313 18.289  C105 1.401, C107 1.407
107 C 27.250 -0.372 19.206  O106 1.407, H115 1.100, H116 1.092, H117 1.089
108 N 28.319 -1.315 14.629  C104 1.463, H118 1.010, H119 1.012
109 H 30.099 -2.172 16.543  C103 1.093
110 H 29.473 -3.499 15.508  C103 1.089
111 H 29.036 -3.420 17.228  C103 1.090
112 H 27.149 -2.440 15.872  C104 1.093
113 H 27.094 -0.142 16.695  C105 1.098
114 H 28.802 -0.129 16.970  C105 1.101
115 H 26.197 -0.172 18.957  C107 1.100
116 H 27.821 0.559 19.221  C107 1.092
117 H 27.217 -0.806 20.204  C107 1.089
118 H 28.154 -2.057 13.963  N108 1.010
119 H 29.262 -0.959 14.533  N108 1.012
120 C 22.524 0.254 24.292  C121 1.525, H126 1.092, H127 1.091, H128 1.090
121 C 22.486 -1.255 24.506  C120 1.525, C122 1.530, N125 1.459, H129 1.093
122 C 23.657 -1.919 23.779  C121 1.530, O123 1.405, H130 1.103, H131 1.096
123 O 23.459 -1.868 22.389  C122 1.405, C124 1.411
124 C 24.527 -2.491 21.710  O123 1.411, H132 1.093, H133 1.100, H134 1.089
125 N 22.559 -1.580 25.927  C121 1.459, H135 1.014, H136 1.017
126 H 23.438 0.647 24.742  C120 1.092
127 H 21.674 0.747 24.764  C120 1.091
128 H 22.531 0.422 23.214  C120 1.090
129 H 21.585 -1.688 24.062  C121 1.093
130 H 23.620 -2.949 24.170  C122 1.103
131 H 24.615 -1.558 24.170  C122 1.096
132 H 24.861 -3.398 22.219  C124 1.093
133 H 25.398 -1.822 21.640  C124 1.100
134 H 24.225 -2.656 20.677  C124 1.089
135 H 21.798 -1.185 26.468  N125 1.014
136 H 22.431 -2.578 26.077  N125 1.017
137 C 16.772 -0.216 15.847  C138 1.535, H143 1.097, H144 1.089, H145 1.091
138 C 18.021 -0.662 16.619  C137 1.535, C139 1.510, N142 1.467, H146 1.097
139 C 18.151 -2.165 16.682  C138 1.510, O140 1.420, H147 1.098, H148 1.099
140 O 19.098 -2.541 17.671  C139 1.420, C141 1.403
141 C 19.082 -3.907 17.993  O140 1.403, H149 1.096, H150 1.099, H151 1.088
142 N 19.213 -0.051 16.021  C138 1.467, H152 1.015, H153 1.020
143 H 16.877 -0.543 14.805  C137 1.097
144 H 16.657 0.865 15.800  C137 1.089
145 H 15.864 -0.742 16.149  C137 1.091
146 H 17.914 -0.206 17.611  C138 1.097
147 H 18.414 -2.590 15.706  C139 1.098
148 H 17.210 -2.672 16.938  C139 1.099
149 H 19.113 -4.594 17.139  C141 1.096
150 H 18.145 -4.181 18.498  C141 1.099
151 H 19.896 -4.139 18.678  C141 1.088
152 H 20.026 -0.545 16.373  N142 1.015
153 H 19.360 0.924 16.282  N142 1.020
154 C 25.214 1.730 21.754  C155 1.523, H160 1.099, H161 1.091, H162 1.088
155 C 26.417 2.442 22.359  C154 1.523, C156 1.546, N159 1.481, H163 1.094
156 C 26.169 2.876 23.822  C155 1.546, O157 1.412, H164 1.091, H165 1.093
157 O 27.344 3.391 24.413  C156 1.412, C158 1.399
158 C 27.609 4.734 24.125  O157 1.399, H166 1.099, H167 1.088, H168 1.097
159 N 27.647 1.633 22.202  C155 1.481, H169 1.021, H170 1.021
160 H 24.884 0.889 22.379  C154 1.099
161 H 25.561 1.205 20.864  C154 1.091
162 H 24.315 2.327 21.621  C154 1.088
163 H 26.629 3.348 21.785  C155 1.094
164 H 25.890 1.941 24.311  C156 1.091
165 H 25.373 3.624 23.858  C156 1.093
166 H 27.863 4.898 23.068  C158 1.099
167 H 28.472 5.066 24.698  C158 1.088
168 H 26.735 5.363 24.338  C158 1.097
169 H 28.318 2.246 22.668  N159 1.021
170 H 27.640 0.830 22.833  N159 1.021
171 C 18.491 4.576 22.358  C172 1.535, H177 1.090, H178 1.088, H179 1.095
172 C 17.325 5.235 23.107  C171 1.535, C173 1.529, N176 1.447, H180 1.095
173 C 16.673 6.363 22.306  C172 1.529, O174 1.421, H181 1.096, H182 1.098
174 O 17.675 7.321 21.997  C173 1.421, C175 1.398
175 C 17.183 8.530 21.497  O174 1.398, H183 1.091, H184 1.096, H185 1.098
176 N 16.416 4.203 23.557  C172 1.447, H186 1.017, H187 1.017
177 H 18.901 3.797 23.002  C171 1.090
178 H 19.265 5.308 22.136  C171 1.088
179 H 18.175 4.038 21.458  C171 1.095
180 H 17.915 5.729 23.885  C172 1.095
181 H 15.899 6.868 22.897  C173 1.096
182 H 16.215 5.961 21.392  C173 1.098
183 H 18.025 9.225 21.499  C175 1.091
184 H 16.385 8.972 22.105  C175 1.096
185 H 16.829 8.454 20.461  C175 1.098
186 H 15.720 4.603 24.182  N176 1.017
187 H 15.876 3.787 22.802  N176 1.017
188 C 15.563 -4.186 23.462  C189 1.524, H194 1.090, H195 1.093, H196 1.087
189 C 16.810 -5.053 23.343  C188 1.524, C190 1.525, N193 1.494, H197 1.094
190 C 18.084 -4.229 23.501  C189 1.525, O191 1.405, H198 1.101, H199 1.095
191 O 18.263 -3.363 22.409  C190 1.405, C192 1.418
192 C 19.204 -2.345 22.706  O191 1.418, H200 1.094, H201 1.091, H202 1.091
193 N 16.790 -6.030 24.473  C189 1.494, H203 1.017, H204 1.018
194 H 15.634 -3.549 24.344  C188 1.090
195 H 14.681 -4.811 23.629  C188 1.093
196 H 15.424 -3.635 22.535  C188 1.087
197 H 16.822 -5.619 22.406  C189 1.094
198 H 18.889 -4.973 23.597  C190 1.101
199 H 18.052 -3.707 24.463  C190 1.095
200 H 18.883 -1.809 23.603  C192 1.094
201 H 19.237 -1.581 21.928  C192 1.091
202 H 20.213 -2.756 22.757  C192 1.091
203 H 15.881 -6.475 24.370  N193 1.017
204 H 17.451 -6.769 24.241  N193 1.018
205 C 19.167 1.913 25.660  C206 1.529, H211 1.088, H212 1.097, H213 1.091
206 C 18.437 2.763 26.701  C205 1.529, C207 1.534, N210 1.474, H214 1.098
207 C 19.123 2.774 28.073  C206 1.534, O208 1.417, H215 1.098, H216 1.095
208 O 18.995 1.470 28.613  C207 1.417, C209 1.419
209 C 19.600 1.441 29.897  O208 1.419, H217 1.095, H218 1.088, H219 1.094
210 N 18.188 4.117 26.175  C206 1.474, H220 1.015, H221 1.013
211 H 19.518 0.978 26.093  C205 1.088
212 H 20.036 2.487 25.317  C205 1.097
213 H 18.585 1.768 24.749  C205 1.091
214 H 17.434 2.344 26.851  C206 1.098
215 H 18.539 3.418 28.744  C207 1.098
216 H 20.134 3.180 27.959  C207 1.095
217 H 20.681 1.604 29.830  C209 1.095
218 H 19.429 0.447 30.306  C209 1.088
219 H 19.213 2.212 30.570  C209 1.094
220 H 17.626 4.556 26.898  N210 1.015
221 H 17.669 4.106 25.304  N210 1.013
222 C 12.714 -2.491 23.203  C223 1.519, H228 1.094, H229 1.093, H230 1.084
223 C 12.535 -1.403 24.248  C222 1.519, C224 1.527, N227 1.465, H231 1.096
224 C 13.072 -0.064 23.749  C223 1.527, O225 1.410, H232 1.097, H233 1.098
225 O 14.413 -0.261 23.360  C224 1.410, C226 1.394
226 C 15.176 0.885 23.141  O225 1.394, H234 1.093, H235 1.096, H236 1.095
227 N 11.101 -1.251 24.512  C223 1.465, H237 1.014, H238 1.014
228 H 11.956 -2.367 22.423  C222 1.094
229 H 12.566 -3.471 23.664  C222 1.093
230 H 13.676 -2.529 22.705  C222 1.084
231 H 13.125 -1.692 25.125  C223 1.096
232 H 13.018 0.765 24.466  C224 1.097
233 H 12.452 0.278 22.910  C224 1.098
234 H 16.144 0.716 22.663  C226 1.093
235 H 15.402 1.463 24.043  C226 1.096
236 H 14.706 1.551 22.410  C226 1.095
237 H 10.661 -2.163 24.458  N227 1.014
238 H 10.949 -0.924 25.459  N227 1.014

Summary:
E_LUMO ... 0.0214 Ha
Energy relative to the best compared isomer or geometry (same formula, charge and spin) ... 40.01 kcal/mol